{
  "formula": "C3H6O3",
  "method": "ωB97M-V with the def2-TZVPD basis set",
  "gap_ha": 0.41490,
  "multiplicity": 1,
  "lumo_ev": 0.8,
  "smiles": "O=C[C@H](O)CO",
  "e_above_lowest_kcal_mol": 29.8,
  "charge": 0,
  "elements": ["O", "C", "C", "O", "C", "O", "H", "H", "H", "H", "H", "H"],
  "xyz": [[1.8446, 1.3087, -0.0979], [1.1260, 0.6123, 0.5819], [0.3856, -0.5665, -0.0231], [0.5618, -0.5575, -1.4146], [-1.0999, -0.4336, 0.2893], [-1.5450, 0.8723, -0.0054], [0.9835, 0.8016, 1.6614], [0.7871, -1.4909, 0.4298], [1.2935, 0.0621, -1.5830], [-1.6480, -1.1923, -0.2867], [-1.2904, -0.6055, 1.3536], [-1.3292, 1.0286, -0.9361]],
  "forces_ev_per_angstrom": [[-0.29, -0.29, 0.37], [0.31, 0.17, -0.22], [-0.05, 0.05, 0.15], [0.14, 0.05, -0.06], [0.02, -0.25, 0.17], [-0.01, 0.05, -0.29], [0.02, -0.02, -0.09], [-0.07, 0.11, -0.06], [-0.10, -0.05, -0.07], [0.09, 0.09, 0.11], [0.06, 0.04, -0.12], [-0.10, 0.06, 0.12]],
  "nbo_charge": [-0.534, 0.433, -0.045, -0.718, -0.076, -0.713, 0.130, 0.187, 0.492, 0.184, 0.184, 0.477]
}